Entry 1:
{
  "formula": "C4H7N3",
  "method": "ωB97M-V/def2-TZVPD",
  "symbols": ["C", "C", "C", "C", "H", "H", "H", "H", "H", "H", "H", "N", "N", "N"],
  "coordinates": [[-1.161, -0.127, -0.051], [-0.716, 1.174, -0.049], [1.145, -0.097, -0.210], [0.014, -0.899, -0.048], [-2.722, -1.443, 0.140], [-2.918, 0.458, 0.565], [-1.270, 2.143, 0.065], [1.301, 1.985, 0.281], [2.533, -1.097, 0.761], [2.971, -0.655, -0.859], [0.121, -1.947, -0.290], [-2.551, -0.381, -0.173], [0.733, 1.199, -0.199], [2.519, -0.312, 0.067]],
  "de_lowest_kj_mol": 170.1,
  "homo_ha": -0.27414,
  "smiles": "Nc1c[nH]c(N)c1",
  "multiplicity": 1,
  "mol_weight_g_mol": 97.12,
  "charge": 0,
  "max_force_ev_per_a": 4.508
}

***

Entry 2:
{
  "formula": "C33H57BFN2O15P",
  "method": "ωB97M-V/def2-TZVPD",
  "symbols": ["C", "C", "C", "C", "C", "C", "B", "O", "O", "C", "P", "O", "O", "O", "C", "C", "O", "N", "C", "O", "F", "C", "O", "C", "O", "C", "C", "C", "C", "C", "N", "C", "O", "H", "H", "H", "H", "H", "H", "H", "H", "H", "H", "H", "H", "H", "H", "H", "H", "H", "C", "C", "C", "O", "H", "H", "H", "H", "H", "H", "H", "H", "C", "C", "C", "O", "H", "H", "H", "H", "H", "H", "H", "H", "C", "C", "C", "O", "H", "H", "H", "H", "H", "H", "H", "H", "C", "C", "C", "O", "H", "H", "H", "H", "H", "H", "H", "H", "C", "C", "C", "O", "H", "H", "H", "H", "H", "H", "H", "H"],
  "coordinates": [[-3.602, -7.197, 0.901], [-2.867, -6.259, 1.192], [-2.003, -4.974, 1.067], [-2.597, -3.620, 1.312], [-1.697, -2.396, 1.168], [-0.255, -2.513, 0.775], [0.631, -1.177, 0.594], [0.639, -0.532, -0.692], [1.395, -0.560, 1.637], [0.360, -3.856, 0.513], [2.097, -4.238, 0.029], [2.756, -5.006, 1.143], [3.085, -2.945, -0.329], [2.137, -5.269, -1.326], [-0.560, -5.065, 0.687], [-0.010, -6.546, 0.439], [0.441, -7.202, 1.350], [-0.101, -7.080, -0.934], [-1.167, -8.062, -1.097], [-2.015, -7.903, -1.938], [-1.192, -9.224, -0.324], [-2.441, -1.019, 1.443], [-1.970, -0.093, 2.077], [-3.929, -0.974, 0.863], [-4.475, 0.131, 0.212], [-3.465, 0.967, -0.400], [-2.606, 0.266, -1.535], [-3.367, -0.863, -2.361], [-4.753, -2.096, 0.994], [-6.255, -2.060, 0.442], [-6.775, -3.459, 0.305], [-4.139, -3.392, 1.679], [-4.760, -4.119, 2.435], [-4.238, -8.037, 0.507], [1.561, -0.259, -0.902], [2.307, -0.918, 1.508], [2.715, -2.388, -1.055], [1.587, -4.868, -2.044], [0.783, -7.548, -1.204], [-4.028, 1.824, -0.905], [-2.803, 1.482, 0.370], [-2.153, 1.087, -2.183], [-1.711, -0.238, -1.032], [-3.050, -1.868, -1.938], [-2.937, -0.837, -3.419], [-4.484, -0.726, -2.425], [-6.234, -1.597, -0.598], [-6.906, -1.472, 1.179], [-7.002, -3.837, 1.234], [-6.055, -4.027, -0.149], [0.561, 4.035, 1.027], [-0.083, 3.200, -0.067], [0.203, 3.778, -1.444], [-1.494, 3.146, 0.143], [0.168, 5.056, 1.023], [0.340, 3.616, 2.012], [1.646, 4.078, 0.901], [0.291, 2.174, -0.014], [-0.204, 4.790, -1.534], [-0.274, 3.174, -2.220], [1.278, 3.816, -1.640], [-1.839, 4.047, 0.099], [6.409, 4.097, 0.694], [5.449, 4.415, -0.442], [4.960, 5.854, -0.368], [4.331, 3.531, -0.380], [5.918, 4.217, 1.665], [6.742, 3.058, 0.635], [7.286, 4.747, 0.664], [5.945, 4.244, -1.400], [4.420, 6.035, 0.567], [4.263, 6.065, -1.183], [5.794, 6.557, -0.430], [3.885, 3.675, 0.465], [-10.298, -2.644, 4.069], [-8.853, -2.297, 3.746], [-7.979, -2.360, 4.988], [-8.792, -0.987, 3.187], [-10.717, -1.935, 4.790], [-10.917, -2.583, 3.170], [-10.380, -3.652, 4.482], [-8.469, -2.988, 2.991], [-8.320, -1.642, 5.741], [-6.947, -2.098, 4.745], [-7.991, -3.360, 5.429], [-9.129, -0.367, 3.847], [4.328, 6.533, -4.695], [2.861, 6.518, -4.294], [2.021, 7.366, -5.236], [2.728, 7.012, -2.963], [4.732, 7.550, -4.656], [4.921, 5.930, -4.004], [4.465, 6.143, -5.707], [2.491, 5.490, -4.296], [2.346, 8.411, -5.215], [0.972, 7.354, -4.929], [2.089, 7.000, -6.263], [3.053, 7.922, -2.949], [9.589, -0.335, 1.164], [8.129, -0.126, 0.794], [7.589, -1.297, -0.012], [7.997, 1.075, 0.035], [10.210, -0.417, 0.266], [9.966, 0.518, 1.733], [9.720, -1.240, 1.762], [7.534, -0.001, 1.703], [8.142, -1.412, -0.950], [6.543, -1.129, -0.280], [7.660, -2.231, 0.551], [8.519, 0.976, -0.772]],
  "homo_ha": -0.33095,
  "smiles": "C#Cc1c2c(c(B(O)O)c(P(=O)(O)O)c1C(=O)NC(=O)F)C(=O)C(OCCC)=C(CN)C2=O.CC(C)O.CC(C)O.CC(C)O.CC(C)O.CC(C)O",
  "multiplicity": 1,
  "mol_weight_g_mol": 782.60,
  "charge": 0,
  "max_force_ev_per_a": 4.521
}

***

Entry 3:
{
  "formula": "C36H50N3O9PS",
  "method": "ωB97M-V/def2-TZVPD",
  "symbols": ["C", "C", "N", "C", "C", "C", "C", "C", "C", "P", "N", "C", "O", "C", "C", "C", "C", "C", "C", "C", "C", "C", "N", "C", "C", "C", "O", "C", "S", "C", "C", "O", "H", "H", "H", "H", "H", "H", "H", "H", "H", "H", "H", "H", "H", "H", "H", "H", "H", "H", "H", "H", "H", "H", "C", "O", "C", "C", "O", "C", "C", "O", "C", "H", "H", "H", "H", "H", "H", "H", "H", "H", "H", "H", "H", "H", "H", "C", "O", "C", "C", "O", "C", "C", "O", "C", "H", "H", "H", "H", "H", "H", "H", "H", "H", "H", "H", "H", "H", "H"],
  "coordinates": [[-6.196, 4.087, -0.218], [-6.045, 4.205, -1.862], [-5.900, 2.829, -2.545], [-4.414, 2.497, -2.316], [-3.251, 3.136, -3.324], [-1.616, 2.861, -3.108], [-1.228, 1.902, -1.816], [-2.391, 1.233, -0.817], [-4.012, 1.526, -1.058], [-5.254, 0.732, 0.187], [-4.884, 1.406, 1.648], [-1.869, 0.291, 0.463], [-2.419, -0.875, 0.812], [-0.536, 0.912, 1.260], [-0.447, 0.891, 2.896], [-1.655, 0.259, 3.809], [0.876, 1.563, 3.594], [0.934, 1.568, 5.269], [0.706, 3.035, 5.932], [0.706, 3.071, 7.606], [0.945, 1.549, 8.228], [1.199, 0.190, 7.370], [1.186, 0.234, 5.878], [2.028, 2.214, 2.627], [3.319, 2.921, 3.377], [4.314, 1.864, 4.146], [5.153, 1.149, 3.387], [1.946, 2.236, 0.966], [3.247, 2.995, -0.162], [0.628, 1.571, 0.255], [0.351, 1.546, -1.395], [1.307, 1.229, -2.275], [-6.879, 3.179, 0.112], [-5.153, 3.908, 0.331], [-6.679, 5.050, 0.273], [-6.936, 4.835, -2.286], [-5.059, 4.854, -2.038], [-6.501, 2.140, -2.005], [-3.568, 3.826, -4.243], [-0.786, 3.347, -3.814], [-5.061, -0.717, 0.325], [-6.637, 1.022, -0.099], [-4.575, 0.668, 2.319], [-2.664, 0.110, 3.216], [-1.945, 0.932, 4.751], [-1.339, -0.792, 4.219], [0.524, 4.026, 5.304], [0.558, 4.042, 8.241], [0.931, 1.441, 9.412], [1.373, -0.833, 7.911], [2.848, 3.710, 4.138], [3.922, 3.557, 2.595], [4.250, 1.827, 5.318], [4.291, 2.035, -0.342], [-8.314, -5.756, -2.404], [-6.946, -5.626, -2.045], [-6.120, -6.656, -2.595], [-4.793, -6.085, -3.109], [-4.902, -5.268, -4.281], [-5.556, -4.000, -4.127], [-4.805, -2.991, -3.250], [-4.861, -3.372, -1.877], [-3.654, -3.137, -1.174], [-8.794, -6.515, -1.776], [-8.799, -4.794, -2.233], [-8.432, -6.009, -3.464], [-6.625, -7.176, -3.416], [-5.923, -7.377, -1.797], [-4.164, -6.932, -3.402], [-4.243, -5.566, -2.322], [-6.588, -4.135, -3.797], [-5.616, -3.580, -5.138], [-5.279, -2.009, -3.337], [-3.766, -2.911, -3.601], [-2.781, -3.454, -1.757], [-3.675, -3.728, -0.255], [-3.572, -2.078, -0.914], [7.431, 0.769, 1.285], [7.449, 0.691, -0.133], [8.030, 1.842, -0.752], [8.937, 1.441, -1.921], [10.152, 0.782, -1.544], [10.028, -0.539, -0.998], [9.524, -1.599, -1.985], [8.140, -1.409, -2.271], [7.803, -1.648, -3.626], [6.599, 1.401, 1.614], [7.288, -0.240, 1.675], [8.380, 1.151, 1.681], [8.613, 2.428, -0.035], [7.209, 2.463, -1.122], [9.250, 2.363, -2.423], [8.398, 0.864, -2.674], [9.434, -0.524, -0.081], [11.041, -0.824, -0.694], [9.633, -2.593, -1.540], [10.131, -1.556, -2.900], [8.532, -1.194, -4.307], [6.832, -1.187, -3.821], [7.730, -2.723, -3.810]],
  "homo_ha": -0.30969,
  "smiles": "CCNc1ccc2c(c1[PH2]=N)C(=O)c1c(C)c(-c3ccccn3)c(CC=O)c(S)c1C2=O.COCCOCCOC.COCCOCCOC",
  "multiplicity": 1,
  "mol_weight_g_mol": 731.85,
  "charge": 0,
  "max_force_ev_per_a": 8.522
}